Entry 1:
Density functional theory data (wB97M-V/def2-TZVPD) for C3H4N2 in the gas phase in a non-equilibrium geometry.

The geometry in XYZ format:
```
9
Properties=species:S:1:pos:R:3:forces:R:3:nbo_charge:R:1
N 2.627231 -0.471738 -0.420569 -1.2732 0.4922 -0.0116 -0.3080
C 1.557641 -0.018462 -0.404364 0.6348 -0.0604 0.2571 0.2255
C 0.245103 0.604891 -0.425108 0.2278 -0.1496 0.7957 -0.3202
C -0.935860 -0.283981 -0.359280 -0.3355 -0.2807 0.0244 -0.2409
N -0.692093 0.312891 0.927493 -0.2590 -0.6485 0.6201 -0.5392
H -0.077395 1.412813 0.353901 0.9351 1.1828 -1.5310 0.3745
H -1.845652 0.033317 -0.854252 -0.0398 -0.0401 0.0859 0.2119
H -0.762991 -1.354783 -0.367571 0.1576 0.0853 -0.3001 0.2220
H -0.115981 -0.234945 1.549753 -0.0478 -0.5811 0.0594 0.3744
```
Positions in Å, forces in eV/Å.

## Properties
**Structure (SMILES)**: N#C[C@H]1CN1
**ΔE to the lowest compared entry with this formula, charge and spin**: 90.9 kcal per mole
**Gap between HOMO and LUMO**: 10.8 eV
**Spin multiplicity**: 1

Entry 2:
Density functional theory data (wB97M-V/def2-TZVPD) for 2 unconnected molecules or ions with the total composition C5H14 in a non-equilibrium geometry.

The geometry in XYZ format:
```
19
Properties=species:S:1:pos:R:3:forces:R:3:nbo_charge:R:1
C 0.072588 2.093648 -1.617418 -0.3418 0.0276 -1.0263 -0.6039
C 0.141258 1.300729 -0.328681 -0.3704 2.1125 -0.1079 -0.4179
C 0.492271 2.142272 0.880291 2.0467 1.5984 -1.4523 -0.5967
H 1.086848 2.564199 -1.833933 -1.4682 -0.1357 0.3127 0.2054
H -0.077968 1.331740 -2.451329 -0.1734 1.2618 0.7400 0.2085
H -0.811620 2.855466 -1.559982 1.8163 -1.1980 -0.4482 0.2062
H -0.703718 0.687953 -0.226147 -2.2568 -0.0409 0.5654 0.1958
H 0.755127 0.493865 -0.435021 2.9223 -1.6470 -0.4335 0.1955
H -0.287428 2.857099 1.096609 -0.4350 -0.0494 0.4484 0.2047
H 0.766058 1.509021 1.712653 0.0267 0.2434 0.4325 0.2126
H 1.405334 2.876914 0.574208 -1.7542 -1.9313 0.8676 0.1916
C 0.304881 -2.181787 0.724038 -2.3717 1.2109 -0.7882 -0.6221
C -0.962816 -3.026600 0.378538 0.1698 0.0866 1.1174 -0.6235
H 0.131192 -1.164398 0.326348 0.2485 -0.6018 -0.1147 0.1983
H 0.317074 -1.942971 1.788122 0.8022 -0.8273 0.0525 0.2127
H 1.152530 -2.590262 0.216970 0.8941 -0.1333 0.4283 0.2114
H -1.653543 -3.003851 1.289729 0.5799 -0.3724 -1.7407 0.2094
H -0.704181 -4.016074 0.031857 0.3499 -0.9039 1.1169 0.2061
H -1.423887 -2.786965 -0.566852 -0.6849 1.2999 0.0300 0.2058
```
Positions in Å, forces in eV/Å.

## Properties
**Structure (SMILES)**: CCC.CC
**ΔE to the lowest compared entry with this formula, charge and spin**: 32.0 kcal per mole
**Gap between HOMO and LUMO**: 12.2 eV
**Spin multiplicity**: 1

Entry 3:
Density functional theory data (wB97M-V/def2-TZVPD) for C4H4N2 in the gas phase in a non-equilibrium geometry.

The geometry in XYZ format:
```
10
Properties=species:S:1:pos:R:3:forces:R:3:nbo_charge:R:1
N 1.188335 0.848789 0.555259 -0.0083 -0.0029 -0.1161 -0.7823
C 0.132983 -0.026136 0.295137 -0.4431 0.1932 0.2198 0.0122
C -0.365451 -0.197117 -1.033084 -0.3876 0.0698 -0.2564 -0.0825
C -0.716817 -0.318758 -2.184140 0.1145 0.0548 0.5686 -0.1728
C -0.497946 -0.735029 1.385773 -0.0451 -0.9928 0.7305 -0.0316
N -0.932681 -1.446145 2.235119 0.5088 0.0242 -0.4527 -0.3095
H 2.095120 0.407138 0.675821 -0.2524 -0.0336 0.1829 0.3875
H 1.250118 1.611270 -0.107377 -0.0208 -0.1350 0.0604 0.3816
H -1.108057 0.290479 1.374038 0.4235 0.8052 -1.2092 0.3542
H -1.045605 -0.434490 -3.196546 0.1105 0.0172 0.2721 0.2432
```
Positions in Å, forces in eV/Å.

## Properties
**ΔE to the lowest compared entry with this formula, charge and spin**: 129.1 kcal per mole
**Gap between HOMO and LUMO (spin up / spin down)**: 7.7 / 7.6 eV
**Spin multiplicity**: 1

Entry 4:
Density functional theory data (wB97M-V/def2-TZVPD) for C3H10NO2P in the gas phase in a non-equilibrium geometry.

The geometry in XYZ format:
```
17
Properties=species:S:1:pos:R:3:forces:R:3:nbo_charge:R:1
C -2.239421 -1.387961 0.160544 -0.9521 -1.6910 -0.7491 -0.2473
O -1.854056 -0.072047 0.308986 0.8423 2.4497 -0.3829 -0.8370
P -0.707998 0.658673 -0.802654 -1.2428 1.1332 2.4033 1.4888
O -0.895692 2.266249 -0.169710 0.2031 -2.1891 -0.8933 -0.9950
N 0.772016 0.306359 -0.082279 -1.1063 0.1094 -0.5818 -0.7904
C 1.426947 -0.821578 -0.648118 3.9385 0.8668 1.8954 -0.3945
C 1.698225 1.125780 0.611487 -2.2615 3.8135 1.3323 -0.4037
H -2.649639 -1.808147 1.148432 0.8835 0.6319 -1.3633 0.1923
H -1.334276 -1.946818 -0.197769 -1.0540 -0.3034 0.4457 0.1588
H -3.095975 -1.508675 -0.612271 1.3380 0.1262 1.0366 0.1656
H -1.769271 2.340618 0.234658 0.0028 -0.1171 -0.0104 0.5009
H 0.774695 -1.421823 -1.108978 -2.4786 -2.5670 -1.7511 0.1945
H 2.201977 -0.530350 -1.394205 -0.2385 -0.0884 0.3447 0.1729
H 1.974737 -1.399920 0.176787 -0.8010 0.5612 -1.1008 0.1927
H 1.247169 2.244422 0.780489 1.0834 -2.7664 -0.5146 0.2271
H 1.904860 0.755129 1.606626 0.3824 -0.2640 0.1963 0.1920
H 2.545695 1.200085 -0.012017 1.4606 0.2943 -0.3070 0.1823
```
Positions in Å, forces in eV/Å.

## Properties
**Structure (SMILES)**: COP(O)N(C)C
**ΔE to the lowest compared entry with this formula, charge and spin**: 75.7 kcal per mole
**Gap between HOMO and LUMO**: 9.6 eV
**Spin multiplicity**: 1

Entry 5:
Density functional theory data (wB97M-V/def2-TZVPD) for a molecular structure, C5H12NS in a non-equilibrium geometry.

The geometry in XYZ format:
```
19
Properties=species:S:1:pos:R:3:forces:R:3:nbo_charge:R:1
C 0.641778 1.240869 0.928830 0.0331 -0.0388 2.2635 -0.4491
C 0.985125 -0.158430 1.486033 0.2222 0.0219 -0.6910 -0.5949
S 0.226420 -0.616845 3.041594 -0.0789 0.1123 -0.3333 0.1207
C 1.198055 1.600788 -0.403008 -1.8450 -3.4064 -1.7384 -0.5341
N 0.685736 -0.608523 -1.778382 1.0480 -3.1065 -1.2424 -0.4044
C -0.268028 -0.795934 -2.444282 -0.2285 2.0891 0.3576 0.0491
C -1.913669 -1.415709 -0.139561 -0.7673 -0.1942 -0.3933 -0.8634
H -0.440992 1.364624 1.028510 0.0205 0.0078 -0.4534 0.2102
H 1.033165 1.894287 1.728494 -0.0929 0.3411 -0.3702 0.2119
H 0.803446 -0.883149 0.690492 -0.0626 -0.3988 0.3580 0.2360
H 2.055458 -0.248722 1.724042 0.0039 0.0926 -0.1913 0.2381
H 0.518234 2.251654 -0.939908 1.0429 1.0396 -0.1175 0.2252
H 2.265115 1.441875 -0.487401 0.1591 1.0736 -0.3383 0.2244
H 0.881521 0.526024 -1.288217 1.1436 3.1741 2.8327 0.2424
H -0.955063 0.063412 -2.447379 -0.8071 -0.8807 -1.0088 0.2283
H -2.965941 -1.346204 -0.427845 0.1478 0.5719 -0.2728 0.2160
H -1.519245 -2.225746 -0.754278 0.0455 -0.6324 0.9343 0.2228
H -1.948656 -1.476221 0.945804 0.5918 -0.5960 -0.0449 0.2235
H -1.282457 -0.608049 -0.463539 -0.5761 0.7299 0.4496 0.1973
```
Positions in Å, forces in eV/Å.

## Properties
**<S²>**: 0.753
**ΔE to the lowest compared entry with this formula, charge and spin**: 107.6 kcal per mole
**Gap between HOMO and LUMO (spin up / spin down)**: 7.9 / 6.8 eV
**Spin multiplicity**: 2

Entry 6:
Density functional theory data (wB97M-V/def2-TZVPD) for 4 unconnected molecules or ions with the total composition C21H21N3O9 in a non-equilibrium geometry.

The geometry in XYZ format:
```
54
Properties=species:S:1:pos:R:3:forces:R:3:nbo_charge:R:1
O -2.437349 -1.525364 -3.702461 1.6679 0.2149 0.1355 -0.3995
N -1.205619 -1.374954 -3.625021 0.0691 0.6263 -0.1387 0.5158
O -0.423149 -1.397384 -4.575661 -1.9335 -1.8172 1.4424 -0.3269
C -0.642379 -1.009234 -2.269791 -0.4434 -2.1633 1.1091 -0.0800
C -1.497159 -0.696744 -1.216431 -1.4126 -0.8389 0.3484 -0.1617
C -1.078359 -0.532524 0.092859 0.5761 0.4684 -1.8659 -0.3030
C 0.264751 -0.710724 0.351479 2.0565 1.6053 -2.9564 -0.0731
C 1.207841 -0.949104 -0.679811 -2.7585 -1.2408 -0.0891 -0.3134
C 0.698111 -1.144044 -1.948411 0.9778 -1.7198 -0.7196 -0.1361
H -2.560509 -0.600794 -1.379161 -0.1078 0.0447 -0.4010 0.2417
H -1.746809 -0.232024 0.886139 -0.2810 0.0783 -0.5164 0.2182
H 0.651601 -0.412134 1.314589 -0.5468 -1.2020 -3.5141 0.2772
H 2.229791 -1.022934 -0.338381 -0.2885 -0.6013 -1.2283 0.2356
H 1.387451 -1.440754 -2.725051 -0.2497 -0.3251 0.0031 0.2431
O 2.376441 0.313876 -3.094711 1.9660 -0.0587 -0.8495 -0.4001
N 1.299741 0.693826 -3.461001 -2.3137 1.6869 -0.6804 0.4968
O 0.681601 0.425716 -4.491541 2.2675 1.4254 1.1072 -0.3231
C 0.594901 1.565116 -2.528011 -2.3048 2.3870 2.3849 0.0986
C 1.302501 2.507966 -1.700791 -0.9973 0.0036 -2.7539 -0.2174
C 0.607001 3.460836 -0.942271 -2.2614 0.8026 -1.6639 -0.2944
C -0.843369 3.376416 -0.829271 3.1857 2.4185 -1.4835 -0.1070
C -1.508879 2.475866 -1.583461 -0.0230 -1.1223 0.3087 -0.2392
C -0.853789 1.526626 -2.358021 1.5488 1.1693 -1.2513 -0.1759
H 2.377751 2.435656 -1.630001 -0.0390 0.3938 -0.4893 0.2359
H 1.149731 4.212456 -0.388281 0.0779 -0.1046 0.1159 0.2377
H -1.444589 4.109766 -0.312411 0.4769 0.0702 0.3266 0.2315
H -2.555999 2.432626 -1.322561 -0.3242 -0.4251 -0.7483 0.2282
H -1.504889 0.798836 -2.819311 0.4406 0.8200 -0.6519 0.2373
O -1.437959 2.372826 1.196459 0.1900 -1.4433 3.0749 -0.4326
N -0.985569 1.676676 2.158609 1.7330 1.4536 -4.1214 0.5404
O -1.578809 1.332786 3.121489 -0.7469 0.5465 1.2515 -0.3618
C 0.400911 1.184866 1.914789 0.0839 0.2930 2.0638 -0.0340
C 0.895181 0.186986 2.802769 2.4182 2.1999 1.2495 -0.1687
C 2.186541 -0.363004 2.537009 0.2843 1.7049 0.3919 -0.2013
C 2.845331 0.000356 1.395299 0.2822 1.7186 -1.5354 -0.2194
C 2.313871 0.899176 0.443589 -1.5096 1.5874 2.9121 -0.1918
C 1.024501 1.482396 0.698879 3.1238 -0.0744 1.7639 -0.1616
H 0.473301 -0.142864 3.740649 -0.1974 0.7584 -0.3045 0.2431
H 2.779541 -0.924324 3.243889 -0.7038 -0.4949 0.2666 0.2346
H 3.807301 -0.333134 1.035029 0.3589 -0.6283 0.9028 0.2242
H 2.933871 1.143546 -0.406281 -0.3640 -0.0795 -0.0723 0.2299
H 0.708861 2.216056 -0.028111 -0.5836 -1.5068 1.8972 0.2625
C -0.429589 -3.655754 0.183089 1.2070 -1.0184 -2.0773 -0.2726
O -1.361059 -2.965994 0.921969 -1.4182 0.5485 2.0567 -0.4886
C -0.970429 -2.061754 1.840509 4.0121 -3.3954 0.4211 1.0473
O 0.255391 -1.788594 2.042909 -5.5051 -5.0126 2.3901 -0.6680
O -2.008119 -1.711074 2.515169 -1.1025 -0.5373 -0.9563 -0.4803
C -1.946769 -1.164324 3.772339 -0.0499 1.1408 2.4779 -0.2512
H 0.360191 -4.187214 0.714029 0.2546 0.8488 0.5508 0.1938
H -0.084919 -2.994774 -0.612151 0.5549 -0.2864 0.2996 0.2073
H -0.876819 -4.493414 -0.352081 -0.9160 0.2286 0.1945 0.2034
H -2.501749 -0.226424 3.751609 0.0459 -0.5435 0.2300 0.2251
H -0.931719 -0.964354 4.115559 -0.3245 -0.1674 -0.2372 0.1830
H -2.397659 -1.805514 4.529739 -0.1527 -0.4367 -0.3708 0.1904
```
Positions in Å, forces in eV/Å.

## Properties
**Structure (SMILES)**: O=[N+]([O-])c1ccccc1.O=[N+]([O-])c1ccccc1.O=[N+]([O-])c1ccccc1.COC(=O)OC
**Gap between HOMO and LUMO**: 7.3 eV
**Spin multiplicity**: 1

Entry 7:
Density functional theory data (wB97M-V/def2-TZVPD) for 2 unconnected molecules or ions with the total composition C6H3I in a non-equilibrium geometry.

The geometry in XYZ format:
```
10
Properties=species:S:1:pos:R:3:forces:R:3:nbo_charge:R:1
C -1.144809 1.600039 0.333955 -1.7903 1.8747 -0.6203 -0.1592
C -1.609972 0.493118 0.186729 0.8094 -0.6678 0.0467 -0.0662
C -1.326562 -0.835206 0.054677 0.3764 -0.7541 0.4983 -0.0956
C -0.619626 -1.815412 0.158981 -1.0811 -0.2298 -0.1360 -0.2294
I 0.194293 -3.597309 0.431242 0.0632 -0.1504 -0.0347 0.3263
H -1.256657 2.659011 0.139250 0.5366 -0.3384 0.4666 0.2388
C 1.340118 0.966227 -0.365178 0.4960 0.0334 0.8043 -0.2469
C 1.545124 -0.214248 -0.467914 -0.2055 2.9327 0.0768 -0.2169
H 1.208119 1.960029 0.034925 0.2481 -0.4157 -0.7105 0.2393
H 1.669972 -1.216248 -0.506667 0.5472 -2.2846 -0.3911 0.2098
```
Positions in Å, forces in eV/Å.

## Properties
**Structure (SMILES)**: C#CC#CI.C#C
**ΔE to the lowest compared entry with this formula, charge and spin**: 40.2 kcal per mole
**Gap between HOMO and LUMO**: 9.4 eV
**Spin multiplicity**: 1